Formula: C5H5F
Source: the Open Molecules 2025 dataset
Level of theory: ωB97M-V/def2-TZVPD

Geometry as XYZ:
```
11
Properties=species:S:1:pos:R:3:lowdin_charge:R:1
C 0.376 2.619 -0.842 0.138
C -0.035 1.530 -0.460 -0.128
C -0.714 0.371 -0.126 -0.088
C -0.096 -0.745 0.158 -0.329
C -0.761 -1.987 0.555 -0.028
F 1.238 -0.833 0.408 0.066
H 0.884 3.355 -1.356 0.003
H -1.749 0.422 -0.083 0.105
H -0.384 -2.862 0.087 0.072
H -0.690 -2.173 1.640 0.101
H -1.825 -1.975 0.329 0.087
```

Calculated values
structure (SMILES): C#C/C=C(/C)F
ΔE to the lowest compared entry with this formula, charge and spin: 1.470 eV
HOMO level: -8.96 eV

***

Formula: C8H15N4O2S
Source: the Open Molecules 2025 dataset
Level of theory: ωB97M-V/def2-TZVPD

Geometry as XYZ:
```
30
Properties=species:S:1:pos:R:3:lowdin_charge:R:1
C 0.191 0.615 0.512 -0.442
C -2.287 1.200 0.188 -0.479
C 0.896 0.894 -0.593 -0.224
C -2.462 -1.382 -0.088 -0.319
C 3.087 0.210 0.231 -0.629
C 0.412 1.772 -1.646 -0.034
C -2.917 -2.513 -0.814 -0.011
C 3.030 0.575 1.566 -0.076
N -1.010 1.445 0.502 0.168
N -2.581 -0.124 -0.479 0.214
N 2.300 0.482 -0.755 0.086
N -1.804 -1.673 1.098 0.248
O 0.294 -0.150 1.498 -0.049
O -3.198 1.921 0.323 0.170
S 4.484 -0.775 -0.278 0.913
H -0.647 1.473 -1.959 0.109
H 1.156 1.796 -2.354 0.052
H 0.233 2.791 -1.171 0.117
H -2.089 -2.721 -1.521 0.123
H -3.838 -2.595 -1.508 0.139
H -3.096 -3.445 -0.205 0.120
H 2.219 -0.131 2.005 0.150
H 2.729 1.533 1.776 0.089
H 3.939 0.479 2.091 0.076
H -0.830 2.326 0.829 0.134
H -3.267 0.088 -1.189 0.166
H 2.680 0.216 -1.694 0.162
H -1.115 -1.052 1.480 0.054
H -1.835 -2.568 1.414 0.083
H 5.326 -0.687 0.743 -0.106
```

Calculated values
ΔE to the lowest compared entry with this formula, charge and spin: 0.566 eV
net charge: +1
HOMO level (spin up / spin down): -11.24 / -11.24 eV

***

Formula: C4H8NO2
Source: the Open Molecules 2025 dataset
Level of theory: ωB97M-V/def2-TZVPD

Geometry as XYZ:
```
15
Properties=species:S:1:pos:R:3:mulliken_spin:R:1
O 1.511 -0.837 1.981 0.011
C 0.445 -0.336 2.455 -0.024
N -0.158 0.784 2.175 0.726
C 0.485 1.359 -0.331 0.283
C 0.235 0.210 -1.264 -0.020
C -1.189 -0.063 -1.826 0.004
O -1.226 -1.193 -2.580 0.001
H -0.045 -0.999 3.219 0.043
H 0.019 1.032 0.807 -0.018
H 1.507 1.625 -0.063 -0.024
H -0.122 2.242 -0.588 -0.003
H 0.911 0.141 -2.131 0.018
H 0.379 -0.737 -0.723 0.005
H -1.914 -0.044 -0.985 -0.001
H -1.525 0.852 -2.452 -0.001
```

Calculated values
multiplicity: 2
ΔE to the lowest compared entry with this formula, charge and spin: 3.105 eV
net charge: -2
HOMO level (spin up / spin down): 0.95 / 0.96 eV

***

Formula: C5H7NO2
Source: the Open Molecules 2025 dataset
Level of theory: ωB97M-V/def2-TZVPD

Geometry as XYZ:
```
15
Properties=species:S:1:pos:R:3:lowdin_charge:R:1
C -0.520 0.515 -1.721 -0.061
C -0.266 -0.746 -1.320 -0.074
C 1.873 2.501 -0.490 -0.507
C 0.145 1.169 -0.662 -0.101
C -0.471 -0.590 1.131 -0.058
N 0.293 -0.317 -0.046 -0.150
O 1.317 3.554 -0.727 0.069
O 2.736 1.789 -0.101 0.096
H -1.033 1.105 -2.460 0.112
H -0.478 -1.706 -1.560 0.069
H -0.447 1.706 0.114 0.115
H -0.258 -1.594 1.540 0.094
H -0.098 0.097 1.950 0.120
H -1.567 -0.596 0.846 0.127
H 1.242 -0.534 0.156 0.149
```

Calculated values
ΔE to the lowest compared entry with this formula, charge and spin: 3.899 eV
HOMO level: -7.74 eV

***

Formula: C5H10O2
Source: the Open Molecules 2025 dataset
Level of theory: ωB97M-V/def2-TZVPD

Geometry as XYZ:
```
17
Properties=species:S:1:pos:R:3:lowdin_charge:R:1
C -0.574 -1.213 0.959 -0.061
C -0.240 -0.249 -0.157 -0.408
C -1.410 0.123 -1.040 -0.073
C 1.019 -0.319 -0.735 -0.176
O 1.969 -1.129 -0.274 0.080
H -0.872 -2.194 0.578 0.088
H 0.274 -1.343 1.635 0.084
H -1.411 -0.816 1.541 0.080
H -1.871 -0.757 -1.497 0.084
H -1.111 0.799 -1.846 0.080
H -2.173 0.630 -0.441 0.080
H 1.287 0.284 -1.597 0.145
H 2.841 -0.788 -0.538 0.132
C 0.516 1.609 0.793 -0.186
O 1.789 1.636 0.712 -0.143
H 0.048 1.474 1.787 0.100
H -0.081 2.252 0.119 0.093
```

Calculated values
structure (SMILES): CC(C)=CO.C=O
ΔE to the lowest compared entry with this formula, charge and spin: 3.527 eV
HOMO level: -8.30 eV

***

Formula: C3H9O2
Source: the Open Molecules 2025 dataset
Level of theory: ωB97M-V/def2-TZVPD

Geometry as XYZ:
```
14
Properties=species:S:1:pos:R:3:mulliken_spin:R:1
C 2.266 0.127 0.196 -0.025
O 2.814 0.512 -0.968 -0.009
C 0.741 0.366 0.292 0.315
C -0.013 -0.208 -0.934 0.613
H 2.452 -0.949 0.435 -0.014
H 2.681 0.647 1.121 0.001
H 0.233 -0.034 1.178 -0.118
H 0.559 1.449 0.318 -0.011
H 0.130 -1.289 -0.923 0.043
H -1.094 -0.057 -0.925 -0.429
H 0.534 0.208 -1.788 -0.016
H -3.110 -0.033 0.294 0.120
H -4.162 -0.381 1.340 -1.094
O -4.031 -0.358 0.363 1.625
```

Calculated values
multiplicity: 2
ΔE to the lowest compared entry with this formula, charge and spin: 0.000 eV
net charge: -2
HOMO level (spin up / spin down): 3.71 / 0.09 eV

***

Formula: C34H41BrCaN3OS
Source: the Open Molecules 2025 dataset
Level of theory: ωB97M-V/def2-TZVPD

Geometry as XYZ:
```
82
Properties=species:S:1:pos:R:3:lowdin_charge:R:1
Ca 0.472 0.124 0.120 1.155
C -4.038 -1.424 0.018 -0.062
C -2.661 -1.240 -0.181 -0.169
N -1.916 -0.504 0.605 0.054
C -2.463 0.143 1.661 -0.135
C -3.859 0.064 1.904 -0.168
C -4.628 -0.763 1.057 -0.025
C -4.454 0.834 2.928 -0.086
C -3.651 1.686 3.635 -0.104
C -2.266 1.743 3.441 -0.043
C -1.588 0.936 2.517 -0.221
N -0.256 0.876 2.279 -0.015
C 0.665 1.415 3.132 -0.225
C 0.502 1.633 4.499 -0.050
C 1.482 2.250 5.292 -0.101
C 2.660 2.695 4.761 -0.077
C 2.918 2.443 3.393 -0.166
C 4.129 2.836 2.782 -0.025
C 4.361 2.540 1.471 -0.054
C 3.380 1.812 0.775 -0.178
N 2.253 1.431 1.312 0.004
C 1.970 1.756 2.596 -0.158
H -4.603 -2.064 -0.648 0.098
H -2.148 -1.718 -1.010 0.090
H -5.693 -0.847 1.243 0.110
H -5.522 0.771 3.097 0.094
H -4.083 2.342 4.382 0.097
H -1.715 2.466 4.020 0.091
H -0.396 1.293 4.989 0.095
H 1.275 2.385 6.347 0.096
H 3.404 3.207 5.359 0.096
H 4.860 3.374 3.376 0.109
H 5.272 2.836 0.968 0.098
H 3.542 1.535 -0.263 0.107
C 2.576 -1.621 0.988 -0.294
C 2.496 -1.728 -0.421 -0.300
C 1.287 -2.394 -0.738 -0.314
C 0.610 -2.667 0.469 -0.302
C 1.394 -2.162 1.532 -0.294
C 1.056 -2.260 2.990 -0.051
C -0.596 -3.542 0.641 -0.065
C 0.884 -2.847 -2.110 -0.067
C 3.544 -1.331 -1.423 -0.060
C 3.760 -1.191 1.802 -0.055
H 1.450 -3.172 3.457 0.071
H -0.026 -2.258 3.145 0.067
H 1.454 -1.411 3.553 0.060
H -0.318 -4.518 1.055 0.076
H -1.094 -3.735 -0.312 0.058
H -1.340 -3.112 1.318 0.059
H 1.203 -3.877 -2.316 0.075
H 1.329 -2.211 -2.877 0.050
H -0.197 -2.803 -2.262 0.053
H 3.141 -0.704 -2.227 0.061
H 4.009 -2.197 -1.908 0.072
H 4.351 -0.764 -0.951 0.054
H 4.288 -2.062 2.210 0.077
H 3.478 -0.566 2.653 0.064
H 4.486 -0.628 1.214 0.054
C -4.553 0.620 -3.402 -0.116
C -3.491 0.467 -4.486 -0.300
C -2.223 -0.209 -3.976 -0.345
S -1.305 0.854 -2.822 0.861
O -0.323 -0.097 -2.192 -0.659
C -0.374 1.867 -4.016 -0.375
C 1.030 1.346 -4.283 -0.291
C 1.084 0.062 -5.098 -0.113
H -5.443 1.118 -3.788 0.069
H -4.178 1.200 -2.559 0.067
H -4.853 -0.356 -3.016 0.067
H -3.245 1.446 -4.911 0.097
H -3.884 -0.126 -5.316 0.105
H -1.563 -0.528 -4.784 0.079
H -2.462 -1.084 -3.368 0.084
H -0.326 2.846 -3.542 0.018
H -0.973 1.924 -4.930 0.084
H 1.525 1.212 -3.319 0.081
H 1.570 2.145 -4.798 0.111
H 0.631 -0.763 -4.551 0.045
H 2.117 -0.217 -5.316 0.072
H 0.563 0.175 -6.054 0.072
Br 0.247 2.996 -0.808 -0.192
```

Calculated values
ΔE to the lowest compared entry with this formula, charge and spin: 0.000 eV
net charge: -1
HOMO level: -3.63 eV

***

Formula: C23H55FN8O2P3S
Source: the Open Molecules 2025 dataset
Level of theory: ωB97M-V/def2-TZVPD

Geometry as XYZ:
```
93
Properties=species:S:1:pos:R:3:lowdin_charge:R:1
C 7.926 1.889 -3.397 0.107
C 7.021 2.600 -3.058 -0.138
C 5.742 3.331 -2.771 -0.195
C 4.724 2.426 -2.002 -0.205
C 3.277 2.686 -2.538 -0.220
P 2.208 1.213 -2.619 0.902
F 2.189 0.784 -4.141 -0.115
C 0.498 1.663 -2.173 -0.222
C -0.551 0.685 -2.798 -0.234
C -1.846 1.392 -3.255 -0.213
C -2.744 1.865 -2.086 -0.220
C -4.255 1.693 -2.375 -0.286
N -4.621 2.620 -3.476 -0.008
N 2.773 -0.100 -1.742 -0.025
C 3.391 -0.912 -2.452 -0.825
S 3.995 -2.085 -3.222 0.955
H 8.509 1.068 -3.774 0.040
H 6.013 4.188 -2.134 0.119
H 5.377 3.697 -3.741 0.113
H 4.769 2.708 -0.938 0.121
H 5.057 1.384 -2.103 0.092
H 2.802 3.511 -1.980 0.113
H 3.371 3.054 -3.579 0.104
H 0.457 1.531 -1.072 0.110
H 0.309 2.730 -2.366 0.111
H -0.143 0.173 -3.691 0.099
H -0.742 -0.124 -2.074 0.121
H -2.426 0.649 -3.839 0.116
H -1.612 2.198 -3.975 0.119
H -2.508 1.312 -1.159 0.104
H -2.613 2.935 -1.841 0.107
H -4.480 0.635 -2.623 0.110
H -4.847 1.958 -1.485 0.094
H -5.620 2.504 -3.636 0.067
H -4.175 2.268 -4.323 0.053
O 2.071 -6.199 2.726 -0.291
P 2.669 -5.843 1.373 0.748
N 1.189 -5.916 0.474 -0.351
C 0.386 -7.131 0.461 -0.116
C 0.326 -4.778 0.772 -0.150
N 3.672 -7.221 1.219 -0.329
C 3.493 -8.285 0.257 -0.134
C 4.231 -7.759 2.456 -0.140
N 3.506 -5.184 -0.076 -0.289
C 4.263 -3.968 0.253 -0.155
C 2.908 -5.032 -1.391 -0.160
H -0.501 -6.987 -0.161 0.083
H 0.056 -7.434 1.460 0.089
H 0.924 -7.959 0.004 0.057
H 0.896 -3.841 0.718 0.068
H -0.109 -4.848 1.776 0.084
H -0.483 -4.702 0.041 0.081
H 2.758 -9.023 0.603 0.083
H 4.437 -8.812 0.094 0.083
H 3.187 -7.917 -0.723 0.068
H 3.512 -8.397 2.984 0.084
H 4.527 -6.956 3.128 0.071
H 5.128 -8.346 2.249 0.082
H 3.597 -3.112 0.425 0.069
H 4.968 -3.711 -0.543 0.064
H 4.851 -4.125 1.163 0.081
H 2.170 -4.219 -1.430 0.068
H 2.435 -5.946 -1.736 0.074
H 3.693 -4.807 -2.123 0.055
O -3.932 2.755 0.902 -0.310
P -3.838 3.969 1.823 0.757
N -2.699 3.282 2.938 -0.347
C -2.993 2.036 3.630 -0.117
C -1.367 3.200 2.356 -0.158
N -5.461 3.942 2.363 -0.325
C -5.894 3.626 3.706 -0.131
C -6.458 3.485 1.401 -0.141
N -3.686 5.555 2.648 -0.290
C -3.427 6.637 1.683 -0.145
C -2.917 5.802 3.859 -0.133
H -2.164 1.769 4.290 0.084
H -3.167 1.199 2.944 0.084
H -3.857 2.137 4.283 0.058
H -1.094 4.155 1.890 0.071
H -1.307 2.419 1.585 0.067
H -0.619 2.996 3.126 0.083
H -5.964 2.542 3.863 0.082
H -6.883 4.051 3.896 0.085
H -5.240 4.050 4.467 0.070
H -6.505 2.389 1.352 0.082
H -6.233 3.859 0.403 0.068
H -7.449 3.861 1.665 0.083
H -2.405 6.592 1.293 0.072
H -3.587 7.617 2.136 0.081
H -4.117 6.558 0.836 0.079
H -1.834 5.777 3.691 0.078
H -3.161 5.098 4.650 0.070
H -3.172 6.794 4.245 0.092
```

Calculated values
net charge: +1
HOMO level: -9.77 eV

***

Formula: C32H99N7O14
Source: the Open Molecules 2025 dataset
Level of theory: ωB97M-V/def2-TZVPD

Geometry as XYZ:
```
152
Properties=species:S:1:pos:R:3:lowdin_charge:R:1
O -1.871 2.016 -3.147 -0.058
H -1.845 1.343 -2.466 0.017
H -1.289 2.705 -2.825 0.015
O -2.097 1.733 4.616 -0.056
H -1.874 0.987 4.060 0.018
H -2.976 1.988 4.334 0.024
O 0.479 0.557 -6.329 -0.054
H -0.049 0.988 -5.657 0.024
H 0.146 0.907 -7.156 0.030
O -1.900 -7.181 -0.258 -0.053
H -1.446 -6.415 -0.609 0.024
H -1.564 -7.915 -0.773 0.031
O -3.875 -6.345 3.757 -0.052
H -4.084 -5.428 3.579 0.025
H -3.480 -6.663 2.945 0.024
C -0.640 -1.590 9.998 -0.095
C -1.859 -0.735 10.387 -0.366
O -1.824 0.412 9.677 -0.057
H 0.294 -1.174 10.376 0.067
H -0.536 -1.828 8.940 0.070
H -0.587 -2.528 10.552 0.064
H -1.789 -0.468 11.441 0.117
H -2.734 -1.352 10.181 0.107
H -1.942 0.244 8.739 0.094
C 4.177 0.144 -8.767 -0.103
C 4.698 -1.055 -8.043 -0.335
O 3.702 -1.674 -7.259 -0.067
H 4.723 0.698 -9.530 0.075
H 3.780 0.909 -8.099 0.073
H 3.326 -0.070 -9.412 0.073
H 5.612 -0.866 -7.480 0.107
H 5.053 -1.812 -8.742 0.106
H 2.944 -1.086 -7.264 0.062
C -7.231 1.612 1.848 -0.076
C -7.248 0.489 2.908 -0.418
C -6.785 -0.886 2.318 -0.191
O -6.657 -2.012 3.170 -0.172
C -7.660 -2.210 4.202 -0.095
N -6.561 1.077 4.085 0.035
H -6.202 1.908 1.644 0.077
H -7.785 2.444 2.283 0.070
H -7.789 1.446 0.927 0.076
H -8.305 0.360 3.138 0.115
H -5.868 -0.755 1.742 0.120
H -7.425 -1.110 1.464 0.117
H -7.421 -1.631 5.095 0.071
H -7.812 -3.198 4.637 0.079
H -8.695 -2.019 3.921 0.084
H -6.508 0.444 4.871 0.051
H -7.172 1.748 4.528 0.067
C -3.070 -5.564 -5.904 -0.061
C -1.779 -4.804 -5.988 -0.447
C -1.089 -4.976 -7.382 -0.210
O -1.964 -4.639 -8.459 -0.207
C -1.266 -4.311 -9.688 -0.077
N -1.960 -3.381 -5.873 0.029
H -2.934 -6.643 -5.974 0.081
H -3.594 -5.281 -6.817 0.074
H -3.739 -5.343 -5.073 0.079
H -1.024 -5.095 -5.258 0.131
H -0.715 -5.994 -7.497 0.119
H -0.233 -4.303 -7.333 0.111
H -0.938 -5.253 -10.128 0.087
H -0.383 -3.686 -9.552 0.077
H -1.892 -3.658 -10.296 0.086
H -1.128 -2.828 -6.018 0.068
H -2.430 -3.209 -6.750 0.062
C 4.812 -8.159 3.553 -0.070
C 5.436 -6.770 3.467 -0.416
C 6.585 -6.530 4.576 -0.196
O 7.644 -7.459 4.574 -0.165
C 8.449 -7.319 5.723 -0.120
N 5.894 -6.587 2.117 0.003
H 4.077 -8.399 4.321 0.074
H 5.566 -8.933 3.408 0.082
H 4.162 -8.370 2.704 0.064
H 4.750 -5.924 3.494 0.123
H 5.954 -6.569 5.465 0.111
H 6.877 -5.480 4.574 0.115
H 9.286 -8.017 5.694 0.089
H 7.863 -7.470 6.629 0.085
H 8.881 -6.326 5.844 0.082
H 5.063 -6.391 1.578 0.068
H 6.476 -5.778 1.952 0.071
C 3.076 1.432 5.889 -0.080
C 3.037 2.892 6.055 -0.496
C 3.156 3.601 4.753 -0.196
O 4.422 3.328 4.106 -0.210
C 4.486 3.823 2.788 -0.109
N 1.837 3.241 6.780 0.049
H 3.132 0.868 6.820 0.085
H 3.915 1.097 5.280 0.077
H 2.223 1.226 5.241 0.084
H 3.914 3.175 6.638 0.146
H 3.116 4.678 4.920 0.126
H 2.377 3.319 4.045 0.126
H 5.504 3.711 2.415 0.088
H 4.178 4.858 2.933 0.085
H 3.846 3.221 2.143 0.083
H 1.779 2.723 7.645 0.073
H 1.050 2.937 6.225 0.069
C 1.043 -1.098 -1.129 -0.058
C -0.034 -1.573 -0.175 -0.489
C -0.101 -0.760 1.089 -0.212
O -0.871 -1.441 2.059 -0.189
C -0.376 -2.702 2.574 -0.086
N -1.272 -1.497 -0.910 0.052
H 1.077 -1.675 -2.054 0.081
H 1.992 -1.010 -0.601 0.077
H 0.856 -0.067 -1.431 0.076
H 0.190 -2.574 0.194 0.121
H -0.444 0.244 0.836 0.134
H 0.935 -0.697 1.420 0.117
H 0.702 -2.722 2.738 0.096
H -0.878 -3.536 2.085 0.080
H -0.834 -2.924 3.538 0.079
H -2.007 -2.002 -0.436 0.073
H -1.185 -2.118 -1.702 0.071
C -0.202 7.338 -0.046 -0.062
C -1.127 6.105 0.194 -0.420
C -2.562 6.441 -0.274 -0.229
O -3.223 7.389 0.473 -0.165
C -3.822 6.922 1.588 -0.148
N -0.507 5.075 -0.603 0.024
H -0.379 7.726 -1.049 0.084
H 0.831 7.163 0.253 0.072
H -0.508 8.027 0.742 0.070
H -1.225 5.832 1.245 0.132
H -3.049 5.467 -0.323 0.123
H -2.648 6.882 -1.267 0.132
H -4.180 7.814 2.103 0.095
H -3.205 6.353 2.283 0.089
H -4.705 6.345 1.313 0.091
H -0.348 5.556 -1.477 0.063
H 0.439 4.969 -0.264 0.065
C 0.094 6.471 -7.604 -0.064
C 0.677 7.262 -6.374 -0.434
C 1.880 6.649 -5.603 -0.159
O 1.443 5.306 -5.199 -0.212
C 2.612 4.463 -4.904 -0.094
N 1.060 8.612 -6.693 0.025
H 0.753 6.456 -8.472 0.066
H -0.838 6.930 -7.934 0.068
H -0.122 5.422 -7.401 0.064
H -0.243 7.228 -5.790 0.126
H 2.175 7.260 -4.749 0.126
H 2.610 6.446 -6.386 0.118
H 3.116 4.922 -4.054 0.075
H 3.424 4.416 -5.630 0.074
H 2.398 3.419 -4.676 0.079
H 0.376 9.016 -7.317 0.071
H 1.980 8.638 -7.110 0.071
```

Calculated values
HOMO level: -9.06 eV

***

| no. | strongest force on any atom (eV Å⁻¹) |
| --- | --- |
| 1 | 4.14 |
| 2 | 5.40 |
| 3 | 2.16 |
| 4 | 2.97 |
| 5 | 4.23 |
| 6 | 1.23 |
| 7 | 0.49 |
| 8 | 6.93 |
| 9 | 3.47 |